No. 1
{
  "formula": "C5H10N2",
  "method": "the ωB97M-V functional and the def2-TZVPD basis",
  "species": ["C", "C", "C", "C", "C", "N", "N", "H", "H", "H", "H", "H", "H", "H", "H", "H", "H"],
  "xyz": [[0.67894, 1.10092, 2.38012], [-1.65417, 1.41520, -0.76557], [1.46763, -0.38071, 0.48839], [2.14578, -1.12071, -0.53293], [-2.27181, -0.80560, -1.61577], [0.95743, 0.33250, 1.24511], [-1.92891, 0.35908, -1.10857], [-0.39724, 1.36717, 2.43037], [1.12522, 0.51765, 3.25322], [-1.62223, 2.32928, -0.26354], [1.27017, 2.03581, 2.16022], [2.50052, -0.36746, -1.13145], [3.06000, -1.40498, 0.05674], [1.82618, -1.98458, -1.06309], [-1.40809, -1.22009, -2.25853], [-3.20025, -0.66368, -2.39563], [-2.54916, -1.50982, -0.87909]],
  "e_homo_ev": -20.71,
  "e_lumo_ha": -0.306,
  "e_above_lowest_ev": 1.493,
  "total_charge": 2,
  "spin_multiplicity": 1
}



No. 2
{
  "formula": "C5H11O4",
  "method": "the ωB97M-V functional and the def2-TZVPD basis",
  "species": ["O", "O", "C", "C", "C", "H", "H", "H", "H", "H", "H", "H", "H", "O", "O", "C", "C", "H", "H", "H"],
  "xyz": [[-1.77688, 0.29030, 0.89943], [0.92420, 0.13366, -1.81625], [-1.80259, -0.29467, -0.40398], [-0.00992, 1.16558, -1.49329], [-1.45704, 0.69192, -1.51124], [-0.86427, 0.59608, 1.08392], [0.85988, -0.56712, -1.13422], [-1.13636, -1.17780, -0.44467], [-2.84239, -0.65118, -0.53499], [0.13827, 1.93726, -2.27303], [0.24046, 1.62188, -0.51629], [-1.65780, 0.21857, -2.49159], [-2.12499, 1.56979, -1.41828], [0.59551, 0.65245, 1.28701], [0.84959, -1.30032, 0.14719], [1.08071, -0.49542, 1.09073], [2.06963, -1.00086, 2.17711], [1.49596, -1.53037, 2.95630], [2.80907, -1.69861, 1.74933], [2.60895, -0.16115, 2.64681]],
  "e_homo_ev": -5.05,
  "e_lumo_ha": 0.150,
  "e_above_lowest_ev": 0.051,
  "total_charge": -1,
  "spin_multiplicity": 1
}



No. 3
{
  "formula": "C46H54GeHfN8O3S3Te",
  "method": "the ωB97M-V functional and the def2-TZVPD basis",
  "species": ["Hf", "C", "O", "C", "C", "C", "C", "C", "C", "N", "N", "C", "C", "O", "C", "C", "C", "C", "C", "C", "C", "C", "H", "H", "H", "H", "H", "H", "H", "H", "H", "H", "H", "H", "H", "Te", "C", "Ge", "C", "C", "C", "H", "H", "H", "H", "H", "H", "H", "H", "H", "H", "H", "S", "C", "S", "C", "N", "N", "C", "C", "C", "C", "C", "C", "S", "H", "H", "H", "H", "H", "C", "N", "N", "C", "O", "C", "C", "C", "C", "C", "C", "C", "C", "C", "H", "H", "H", "H", "H", "H", "H", "H", "H", "H", "H", "H", "C", "C", "N", "C", "C", "N", "C", "C", "H", "H", "H", "H", "H", "H", "H", "H", "H", "H", "H", "H", "H"],
  "xyz": [[0.69407, -0.00394, 0.21430], [2.83205, -0.67710, -2.68376], [1.92463, -1.21955, -1.69341], [2.46573, -2.41200, -1.14310], [2.86403, -3.47545, -1.91205], [3.40218, -4.61168, -1.29424], [3.56696, -4.60998, 0.08901], [3.17507, -3.53579, 0.86993], [2.58177, -2.41087, 0.26328], [2.11977, -1.31639, 0.86336], [1.98935, -1.20746, 2.25896], [2.25950, 0.04841, 2.77063], [2.43181, 1.23867, 2.04370], [2.03006, 1.28712, 0.72139], [2.88234, 2.42186, 2.63117], [3.12294, 2.50811, 3.97758], [2.83875, 1.38683, 4.79018], [2.97677, 1.43813, 6.20212], [2.66662, 0.36769, 6.98759], [2.19228, -0.82535, 6.39857], [2.06766, -0.91491, 5.04099], [2.38987, 0.18033, 4.19922], [3.85085, -0.75380, -2.30680], [2.55813, 0.35913, -2.84843], [2.73634, -1.24223, -3.61291], [2.77913, -3.43316, -2.99162], [3.71783, -5.45496, -1.89155], [4.02183, -5.46906, 0.56769], [3.30411, -3.52251, 1.94285], [3.00444, 3.27970, 1.98049], [3.49506, 3.42107, 4.42347], [3.33325, 2.35986, 6.64768], [2.78172, 0.43092, 8.06256], [1.93652, -1.67028, 7.02614], [1.71845, -1.82500, 4.57294], [-1.75964, 1.35815, 0.47397], [-3.52755, 2.58384, 3.78934], [-1.60201, 2.84277, 3.55814], [-0.64352, 2.84087, 5.25826], [-1.29897, 4.52391, 2.61669], [-0.78494, 1.44945, 2.44085], [-3.99779, 3.54472, 3.99921], [-3.74459, 1.91365, 4.62202], [-3.96095, 2.18177, 2.87261], [-1.05118, 3.57951, 5.94929], [0.40433, 3.07657, 5.06784], [-0.68054, 1.85877, 5.73107], [-1.75574, 5.35566, 3.15438], [-1.72095, 4.47641, 1.61293], [-0.22823, 4.71209, 2.53245], [-0.73527, 0.46816, 2.91505], [0.23069, 1.82136, 2.30251], [-2.74645, 4.13825, -5.84696], [-1.75503, 3.86712, -4.53667], [-0.71251, 2.48229, -4.47565], [-0.17706, 2.89983, -2.86271], [-0.70876, 3.99592, -2.44426], [-1.57516, 4.53861, -3.37694], [-2.30046, 5.67909, -2.90678], [-2.41027, 5.86341, -1.53105], [-3.13863, 6.93256, -1.04033], [-3.75457, 7.82600, -1.90624], [-3.60680, 7.65438, -3.27264], [-2.87514, 6.59068, -3.78191], [0.90548, 1.88216, -2.00746], [-1.92413, 5.17112, -0.86031], [-3.22611, 7.06165, 0.03069], [-4.33762, 8.65059, -1.51807], [-4.06302, 8.35302, -3.96179], [-2.75093, 6.48008, -4.84568], [-2.50168, -5.56487, 2.64981], [-1.94423, -4.81908, 1.52753], [-1.94270, -3.43503, 1.58999], [-0.83165, -2.93563, 0.95042], [-0.67387, -1.70317, 0.80746], [-0.10190, -4.08110, 0.49128], [-0.78163, -5.18363, 0.90675], [-0.41501, -6.61781, 0.76100], [-3.12724, -2.71920, 1.91430], [-4.35875, -3.20681, 1.49057], [-5.51776, -2.54555, 1.86613], [-5.43978, -1.39473, 2.63987], [-4.20195, -0.89808, 3.02059], [-3.03577, -1.55768, 2.66516], [-3.25341, -4.95425, 3.14099], [-1.72733, -5.82523, 3.37405], [-2.97708, -6.47102, 2.27982], [0.83509, -4.06908, -0.03239], [0.48122, -6.69851, 0.15054], [-1.22139, -7.18401, 0.29329], [-0.20705, -7.07129, 1.73191], [-4.40305, -4.09682, 0.87472], [-6.47922, -2.92909, 1.55146], [-6.34331, -0.88428, 2.94447], [-4.13788, 0.00857, 3.60554], [-2.06769, -1.18276, 2.96189], [-1.44925, -2.98672, -4.06598], [-0.73295, -2.63769, -2.74041], [-1.23020, -1.37352, -2.21256], [-1.14439, -0.34675, -3.24048], [-2.10054, -0.65231, -4.41140], [-2.61281, -2.04921, -4.20033], [-3.45988, -2.09984, -2.96063], [-2.61926, -1.52337, -1.79785], [-1.83273, -4.00634, -4.08320], [-0.81389, -2.83561, -4.93781], [0.34120, -2.56165, -2.89684], [-0.90372, -3.41682, -1.99620], [-0.11138, -0.27429, -3.57603], [-1.39509, 0.61287, -2.79918], [-1.60555, -0.61470, -5.38024], [-2.96244, 0.01352, -4.43637], [-3.17542, -2.32332, -5.00202], [-3.73500, -3.14278, -2.80407], [-4.36224, -1.52093, -3.15123], [-2.67084, -2.18438, -0.93385], [-2.99268, -0.55159, -1.47746]],
  "e_homo_ev": -5.02,
  "e_lumo_ha": -0.038,
  "e_above_lowest_ev": 0.000,
  "total_charge": 0,
  "spin_multiplicity": 1
}



No. 4
{
  "formula": "C2H5OP",
  "method": "the ωB97M-V functional and the def2-TZVPD basis",
  "species": ["O", "P", "C", "C", "H", "H", "H", "H", "H"],
  "xyz": [[-1.40185, -1.19273, 0.07038], [-1.00840, 0.43744, -0.18713], [0.58279, 0.37782, 0.77857], [0.73010, 0.23498, -0.68236], [-2.42251, -1.27754, -0.06104], [0.80298, -0.28318, 1.52043], [0.72259, 1.30684, 1.05985], [0.91348, -0.64939, -1.26287], [1.08082, 1.04577, -1.23583]],
  "smiles": "OP1CC1",
  "e_homo_ev": -8.98,
  "e_lumo_ha": 0.034,
  "e_above_lowest_ev": 0.781,
  "total_charge": 0,
  "spin_multiplicity": 1
}



No. 5
{
  "formula": "C30H67F6N4O6PV",
  "method": "the ωB97M-V functional and the def2-TZVPD basis",
  "species": ["V", "P", "F", "F", "F", "F", "F", "F", "C", "C", "C", "C", "C", "C", "N", "O", "C", "C", "C", "H", "H", "H", "H", "H", "H", "H", "H", "H", "H", "H", "H", "H", "H", "H", "H", "H", "H", "C", "C", "C", "C", "C", "C", "N", "O", "C", "C", "C", "H", "H", "H", "H", "H", "H", "H", "H", "H", "H", "H", "H", "H", "H", "H", "H", "H", "H", "H", "C", "O", "C", "C", "N", "C", "C", "O", "C", "H", "H", "H", "H", "H", "H", "H", "H", "H", "H", "H", "H", "H", "H", "H", "C", "O", "C", "C", "N", "C", "C", "O", "C", "H", "H", "H", "H", "H", "H", "H", "H", "H", "H", "H", "H", "H", "H", "H"],
  "xyz": [[2.15176, -0.36587, 0.79547], [7.03732, -0.60701, 2.97258], [6.55680, 0.26152, 4.26992], [5.89856, -0.04582, 2.03915], [8.19171, 0.35169, 2.46671], [7.32590, -1.50794, 1.61212], [8.06080, -1.49680, 3.81437], [5.99075, -1.73265, 3.45644], [0.32405, -0.66310, -3.34314], [0.26713, 0.87178, -3.16285], [-1.10333, 1.24179, -3.86881], [-1.66978, 2.67104, -3.73731], [-1.62555, 3.02091, -2.21587], [-0.37116, 2.67254, -1.44923], [0.14723, 1.29037, -1.68243], [1.10612, 0.81716, -0.77513], [-0.79042, 2.70586, 0.13697], [0.55411, 3.84274, -1.80662], [1.52022, 1.52654, -3.83780], [1.26542, -1.15362, -3.09552], [0.07314, -1.02539, -4.34008], [-0.45272, -1.08469, -2.70518], [-1.84168, 0.53683, -3.48677], [-0.97467, 1.11352, -4.94356], [-2.71216, 2.63546, -4.05397], [-1.11093, 3.38931, -4.33721], [-2.50035, 2.44542, -1.91316], [-1.78194, 4.09712, -2.14222], [-1.34982, 1.79063, 0.33067], [-1.23665, 3.63868, 0.48168], [-0.05635, 2.70143, 0.94272], [0.42605, 4.08388, -2.86187], [1.55275, 3.51868, -1.51369], [0.34854, 4.75333, -1.24388], [1.39494, 2.60694, -3.90950], [1.47121, 1.09671, -4.83827], [2.50396, 1.34273, -3.40588], [-4.91041, -0.39332, -2.86296], [-4.46621, -1.33588, -1.68987], [-3.48693, -0.64340, -0.68810], [-4.10916, 0.50128, 0.06969], [-5.11922, -0.04745, 1.00727], [-6.18245, -0.91756, 0.25479], [-5.58892, -1.78077, -0.80273], [-6.52241, -2.67492, -1.45935], [-7.01171, -1.87357, 1.23970], [-7.29211, 0.09703, -0.25976], [-3.66365, -2.57563, -2.29304], [-5.35741, 0.55356, -2.56012], [-5.64267, -0.79491, -3.56340], [-4.07208, -0.23946, -3.54239], [-3.17988, -1.36001, 0.07367], [-2.49525, -0.34311, -1.02650], [-4.58157, 1.15899, -0.65994], [-3.29842, 1.09415, 0.49313], [-5.43008, 0.88874, 1.47097], [-4.60037, -0.58391, 1.80169], [-7.47279, -1.22741, 1.98668], [-7.69600, -2.51445, 0.68371], [-6.23842, -2.43501, 1.76403], [-7.56922, 0.88011, 0.44600], [-6.98619, 0.74433, -1.08167], [-8.18084, -0.39821, -0.65089], [-3.47512, -3.39673, -1.60141], [-2.71296, -2.19058, -2.66187], [-4.12138, -2.91087, -3.22374], [-7.15840, -2.04566, -1.80741], [-0.25024, -2.57892, 0.06319], [0.83500, -2.19404, 0.94239], [1.45960, -3.27227, 1.76659], [2.70860, -2.90285, 2.53331], [3.11263, -1.46239, 2.53504], [2.51715, -0.82796, 3.77376], [1.09123, -0.39549, 3.85667], [0.64674, 0.11608, 2.65778], [-0.79870, 0.03208, 2.47181], [0.10919, -3.24526, -0.72096], [-0.75036, -1.69954, -0.34262], [-1.11622, -3.01004, 0.56549], [1.70549, -4.14288, 1.15859], [0.63977, -3.58707, 2.41225], [3.49567, -3.46737, 2.03338], [2.74392, -3.33484, 3.53343], [4.04836, -1.71672, 2.81756], [3.17335, 0.00730, 4.01839], [2.55541, -1.50873, 4.62417], [0.82864, 0.17512, 4.74748], [0.53263, -1.31833, 4.01299], [-1.07784, 0.06138, 1.41856], [-1.32416, 0.70369, 3.15073], [-1.28466, -0.91077, 2.72277], [2.41707, 2.86940, 3.78748], [2.63509, 2.28933, 2.48283], [3.80312, 2.88985, 1.88498], [4.01964, 2.32506, 0.49826], [4.01006, 0.84878, 0.55388], [4.27134, 0.38362, -0.81278], [4.38573, -1.02054, -0.92621], [3.13382, -1.62551, -0.64513], [3.14933, -3.05249, -0.89299], [2.36389, 3.94889, 3.92881], [3.30874, 2.62190, 4.36348], [1.44102, 2.49433, 4.09532], [4.71854, 2.84051, 2.47463], [3.67705, 3.91489, 1.53641], [5.03006, 2.67815, 0.29220], [3.28233, 2.65424, -0.23394], [4.82097, 0.50347, 1.04711], [5.23368, 0.75995, -1.15973], [3.51657, 0.72013, -1.52353], [5.14625, -1.45497, -0.27738], [4.57208, -1.29930, -1.96335], [2.13241, -3.37959, -1.10977], [3.50586, -3.59506, -0.01743], [3.85594, -3.41283, -1.64062]],
  "e_homo_ev": [-6.10, -6.20],
  "e_lumo_ha": [0.000, 0.000],
  "total_charge": 0,
  "spin_multiplicity": 4
}



No. 6
{
  "formula": "C9H12O",
  "method": "the ωB97M-V functional and the def2-TZVPD basis",
  "species": ["C", "C", "O", "C", "C", "C", "C", "C", "C", "C", "H", "H", "H", "H", "H", "H", "H", "H", "H", "H", "H", "H"],
  "xyz": [[2.19082, -2.02499, 0.43941], [1.39125, -0.95712, 0.30249], [0.02822, -0.85483, 0.51296], [-0.33714, 0.40258, 0.12401], [-1.56363, 0.91441, 0.16171], [-2.71475, 0.14575, 0.56911], [-3.48528, -0.43611, -0.62550], [0.88581, 1.15396, -0.28225], [1.93567, 0.38184, -0.05672], [3.26675, 0.81129, -0.21662], [2.01859, -2.94860, 0.73767], [3.16166, -1.85198, 0.08996], [-1.66911, 1.88262, -0.35490], [-2.35738, -0.62878, 1.30539], [-3.39787, 0.76315, 1.14126], [-4.51753, -0.13275, -0.64374], [-3.52150, -1.51962, -0.53273], [-3.03772, -0.21388, -1.55464], [0.96742, 2.27566, -0.47144], [3.32593, 1.15072, -1.21042], [3.93079, -0.00731, 0.09102], [3.49900, 1.69400, 0.47398]],
  "smiles": "C=c1o/c(=C\\CC)cc1C",
  "e_homo_ev": -7.63,
  "e_lumo_ha": 0.029,
  "e_above_lowest_ev": 2.265,
  "total_charge": 0,
  "spin_multiplicity": 1
}